A cluster of 2 separate species, H4O2 in total. Source: the Open Molecules 2025 dataset; level of theory: ωB97M-V with the def2-TZVPD basis set.

```
6
Properties=species:S:1:pos:R:3:forces:R:3:lowdin_charge:R:1
O 21.444 18.611 6.035 -0.003 0.069 0.130 -0.065
H 21.649 18.378 6.950 0.041 -0.089 -0.056 0.003
H 21.542 19.567 5.992 0.000 -0.065 0.011 0.030
O 21.856 16.996 8.948 -0.090 0.082 0.016 -0.050
H 22.442 16.701 9.652 -0.013 0.033 -0.069 0.040
H 20.973 16.982 9.333 0.065 -0.029 -0.031 0.042
```
Positions in Å, forces in eV/Å.

The structure (SMILES) is O.O. For the gap between HOMO and LUMO, the calculation gives 11.8754 eV. The energy relative to the best compared isomer or geometry (same formula, charge and spin) comes out at 0.079 eV. The HOMO energy is -11.15 eV.

***

An isolated molecule of C15H7Cl2F3N2 at a distorted geometry. Source: the Open Molecules 2025 dataset; level of theory: ωB97M-V with the def2-TZVPD basis set.

```
29
Properties=species:S:1:pos:R:3:forces:R:3:lowdin_charge:R:1
F 3.822 -2.042 0.465 -0.912 0.282 -0.088 0.073
C 2.815 -1.642 -0.353 -0.197 0.012 -0.286 -0.178
C 3.171 -1.248 -1.646 -1.426 -0.092 0.771 0.015
C 2.160 -0.894 -2.543 -0.509 0.045 -0.557 0.010
C 0.800 -0.951 -2.190 2.361 -0.186 1.224 -0.244
F -0.100 -0.603 -3.105 -0.361 -0.064 0.296 0.100
C 0.466 -1.280 -0.860 -0.565 0.398 -0.167 -0.072
C -0.939 -1.312 -0.427 0.157 -1.099 -0.559 -0.213
C -1.810 -2.331 -0.698 -0.435 -0.501 -0.439 -0.648
Cl -1.454 -3.715 -1.727 -0.276 0.900 0.689 0.668
N -3.028 -2.171 -0.072 1.507 0.654 0.146 0.085
C -2.852 -1.063 0.616 -0.328 0.415 0.265 -0.115
N -1.586 -0.472 0.443 -1.816 -0.921 0.131 0.040
C -1.168 0.804 0.874 0.505 1.352 0.058 -0.180
C -0.457 1.653 -0.005 -0.252 -0.657 -0.285 0.005
C -0.038 2.922 0.378 -0.466 -0.266 1.082 -0.079
C -0.307 3.366 1.704 0.272 -0.791 -1.588 -0.636
Cl 0.203 4.976 2.169 -0.208 -0.670 0.043 0.651
C -0.968 2.497 2.571 0.262 1.022 -0.298 -0.098
C -1.446 1.268 2.161 0.205 -0.951 -0.494 -0.007
C 1.460 -1.630 0.055 1.506 -0.001 -0.018 -0.113
F 1.159 -1.938 1.346 0.040 0.237 -1.219 0.101
H 4.219 -1.219 -1.874 0.219 0.009 -0.293 0.120
H 2.381 -0.561 -3.565 0.081 -0.214 0.472 0.126
H -3.660 -0.662 1.253 0.903 0.092 -0.480 0.140
H -0.254 1.291 -1.032 -0.149 0.394 0.743 0.123
H 0.478 3.522 -0.357 0.025 0.244 0.196 0.106
H -1.089 2.828 3.575 -0.319 0.088 0.650 0.100
H -1.979 0.606 2.842 0.178 0.270 0.006 0.122
```
Positions in Å, forces in eV/Å.

The structure (SMILES) is Fc1ccc(F)c(-c2c(Cl)ncn2-c2ccc(Cl)cc2)c1F. For the gap between HOMO and LUMO, the calculation gives 9.1632 eV. The HOMO energy is -8.85 eV.

***

A structure of composition C3H6AsF7O3Rb at a distorted geometry. Source: the Open Molecules 2025 dataset; level of theory: ωB97M-V with the def2-TZVPD basis set.

```
21
Properties=species:S:1:pos:R:3:forces:R:3:lowdin_charge:R:1
Rb -0.651 -1.393 2.506 0.876 -0.169 0.200 0.990
As -2.637 1.213 0.578 -0.754 2.328 -1.088 0.836
F -0.866 1.370 0.918 -1.692 -0.190 -0.329 -0.291
F -2.454 -0.522 0.667 0.179 0.071 -0.279 -0.376
F -4.356 0.988 0.370 0.335 0.061 -0.384 -0.274
F -2.837 3.022 0.453 0.483 -2.032 0.492 -0.304
F -2.448 1.237 -1.203 0.352 -0.425 1.688 -0.281
F -3.029 1.238 2.290 0.945 0.079 -0.162 -0.286
F 2.015 -1.803 3.492 -0.751 0.220 -0.240 -0.870
C 0.908 -1.279 -2.964 -1.089 -1.445 -0.836 -0.108
O 1.232 -0.257 -2.109 1.141 1.381 2.461 -0.017
C 1.252 -0.482 -0.723 -1.846 -2.614 -1.359 -0.558
O 0.791 -1.480 -0.170 0.762 1.354 -1.084 0.043
O 1.772 0.538 -0.161 0.561 0.983 -0.842 0.018
C 2.140 0.524 1.202 0.419 0.790 0.708 -0.038
H 1.660 -2.065 -3.042 0.053 -0.201 0.574 0.093
H 0.820 -0.932 -3.993 0.008 0.697 0.191 0.089
H -0.073 -1.669 -2.694 0.088 -0.470 -0.006 0.098
H 2.951 -0.173 1.416 -0.341 -0.222 -0.041 0.104
H 1.307 0.377 1.890 0.224 -0.081 -0.303 0.030
H 2.505 1.548 1.278 0.046 -0.116 0.637 0.102
```
Positions in Å, forces in eV/Å.

For the gap between HOMO and LUMO, the calculation gives 7.6671 eV. The total charge is -1. The energy relative to the best compared isomer or geometry (same formula, charge and spin) comes out at 0.178 eV. The HOMO energy is -5.44 eV.

***

A cluster of 3 separate species, C4H13NO2 in total at a distorted geometry. Source: the Open Molecules 2025 dataset; level of theory: ωB97M-V with the def2-TZVPD basis set.

```
20
Properties=species:S:1:pos:R:3:forces:R:3:lowdin_charge:R:1
C 1.381 -0.978 1.818 -0.418 0.138 0.032 -0.069
C 1.272 -0.454 0.410 -0.525 0.511 -0.043 -0.372
C 2.051 -1.205 -0.605 1.107 -0.398 0.067 -0.087
C 0.502 0.592 0.109 0.812 0.147 0.179 -0.189
N -0.317 1.309 1.013 -0.029 0.145 -0.056 0.037
H 0.404 -1.244 2.239 0.084 -0.164 -0.107 0.083
H 2.045 -1.838 1.888 -0.077 0.023 -0.024 0.075
H 1.769 -0.198 2.465 0.246 0.148 0.246 0.075
H 1.722 -2.238 -0.502 0.138 -0.273 -0.497 0.078
H 2.054 -0.885 -1.648 -0.659 0.151 0.151 0.078
H 3.126 -1.201 -0.347 -0.282 -0.093 0.170 0.084
H 0.570 1.048 -0.870 -0.321 -0.212 -0.179 0.115
H -0.244 2.301 0.831 -0.177 0.065 -0.036 0.082
H -0.083 1.168 1.988 -0.029 -0.218 -0.059 0.070
O -2.327 0.945 -3.003 0.111 0.585 -0.288 -0.059
H -2.640 0.848 -2.104 -0.428 -0.088 0.488 -0.028
H -1.970 0.084 -3.186 0.275 -0.583 -0.325 0.022
O -3.256 0.299 -0.303 -0.133 0.979 -0.017 -0.071
H -3.723 1.143 -0.126 0.289 -0.777 -0.064 0.068
H -2.337 0.504 -0.068 0.017 -0.085 0.362 0.008
```
Positions in Å, forces in eV/Å.

The structure (SMILES) is CC(C)=CN.O.O. For the gap between HOMO and LUMO, the calculation gives 9.0127 eV. The energy relative to the best compared isomer or geometry (same formula, charge and spin) comes out at 0.582 eV. The HOMO energy is -8.28 eV.